Density functional theory data (ωB97M-V/def2-TZVPD) for a 2-piece molecular cluster, C4H5O2 overall in a non-equilibrium geometry.

Cartesian coordinates (Å):
C 2.0700 -0.6991 -0.2319
C -2.5841 0.2063 -0.7179
C 1.3792 -0.4005 0.8792
C 0.5360 0.7041 0.8354
O -0.0006 1.6854 0.7027
O -1.6536 -0.1996 -0.0973
H 2.9398 -1.3126 -0.1694
H 1.8873 -0.0916 -1.1906
H -2.4396 0.9755 -1.5669
H -3.7128 -0.0108 -0.4087
H 1.5785 -0.8571 1.9654

The energy above the lowest of the compared OMol25 structures with the same formula, charge and spin comes out at 97.06 kJ/mol. The multiplicity is 3. The total energy comes out at -305.38521 Ha. The calculation puts the HOMO-LUMO gap (spin up / spin down) at 4.14 / 10.27 eV. As for the charge: +1.

***

Density functional theory data (ωB97M-V/def2-TZVPD) for C4H5O2P as an isolated structure in a non-equilibrium geometry.

Cartesian coordinates (Å):
C 1.9230 1.0215 0.2121
C 0.7201 0.4121 0.0181
C 1.5124 1.6250 1.4257
C 0.0060 1.0092 1.2143
O 1.9523 2.2871 2.3126
O 0.3267 -0.5381 -0.8080
P -1.2216 -1.2457 -0.6936
H 2.9051 0.7233 -0.2674
H -0.7708 1.7771 1.2009
H -0.0465 0.3645 2.0580
H -0.8433 -2.3159 -1.5837
H -1.9598 -0.1895 -1.3647

The energy above the lowest of the compared OMol25 structures with the same formula, charge and spin comes out at 176.50 kJ/mol. The multiplicity is 1. The total energy comes out at -647.16146 Ha. The calculation puts the HOMO-LUMO gap at 9.42 eV.

***

Density functional theory data (ωB97M-V/def2-TZVPD) for a 2-piece molecular cluster, C4H5O2S overall in a non-equilibrium geometry.

Cartesian coordinates (Å):
C 1.7252 -1.7106 0.6891
C -0.3386 1.4863 0.2197
C -0.3851 0.8215 -1.1506
C -0.1195 -0.0270 0.0205
O 1.1802 -2.2518 1.5472
O 2.5678 -1.4578 -0.1049
S -1.7292 -0.8654 0.4660
H 0.4727 2.3051 0.4420
H -1.3306 1.7674 0.4757
H -1.2608 0.8642 -1.8036
H 0.4996 1.0360 -1.7134
H -1.2816 -1.9679 0.9123

The energy above the lowest of the compared OMol25 structures with the same formula, charge and spin comes out at 242.11 kJ/mol. The multiplicity is 1. The total energy comes out at -704.04477 Ha. The calculation puts the HOMO-LUMO gap at 6.55 eV. As for the charge: -1.

***

Density functional theory data (ωB97M-V/def2-TZVPD) for a 2-piece molecular cluster, C4H5O2S overall in a non-equilibrium geometry.

Cartesian coordinates (Å):
C -3.3348 -0.1650 0.1790
C 0.4948 -0.1380 0.9964
C -0.1872 -0.6414 -0.3296
C -0.7116 0.5200 0.4424
O -3.2201 -0.6610 -0.8799
O -3.8148 0.3364 1.1635
S -0.2136 2.1871 -0.3267
H 0.3601 -0.8427 1.7993
H 1.5164 0.2000 0.6947
H 0.3458 -0.4879 -1.2250
H -0.9764 -1.4947 -0.2936
H -0.6951 2.7666 0.8212

The energy above the lowest of the compared OMol25 structures with the same formula, charge and spin comes out at 272.09 kJ/mol. The multiplicity is 1. The total energy comes out at -704.03335 Ha. The calculation puts the HOMO-LUMO gap at 6.05 eV. As for the charge: -1.

***

Density functional theory data (ωB97M-V/def2-TZVPD) for C4H5O3Rb as an isolated structure in a non-equilibrium geometry.

Cartesian coordinates (Å):
O -3.9320 -0.7420 -1.1627
C 2.4593 -0.3831 0.3797
O 2.3566 0.7805 0.8350
Rb -0.8817 0.4813 2.5936
O 3.6826 -0.7512 -0.0550
C 4.1845 -0.2222 -1.2942
C -3.5201 -0.3160 -0.2042
C 4.1883 -1.3264 -2.3278
H 5.1982 0.1724 -1.1340
H 3.5479 0.6151 -1.6151
H 4.0494 -2.3112 -1.8602
H 5.1542 -1.3311 -2.8530
H 3.3911 -1.1796 -3.0698

The energy above the lowest of the compared OMol25 structures with the same formula, charge and spin comes out at 0.00 kJ/mol. The multiplicity is 1. The total energy comes out at -405.09904 Ha. The calculation puts the HOMO-LUMO gap at 3.74 eV.

***

Density functional theory data (ωB97M-V/def2-TZVPD) for C4H5O3S as an isolated structure in a non-equilibrium geometry.

Cartesian coordinates (Å):
C 1.6289 -1.0448 -0.4835
C -1.4497 0.7475 0.9586
C 0.9324 -0.0285 -0.0345
C 0.7398 0.7068 1.0523
O -0.5137 0.1222 3.8060
O 1.0936 1.6322 1.7434
O 1.3535 -0.8966 2.4840
S -0.1244 -0.7735 2.7052
H 1.3922 -1.4447 -1.4425
H 2.0809 -1.8405 0.1522
H -1.7315 -0.2677 1.0821
H -1.8525 1.2409 1.8389
H 0.3524 0.5392 -0.8644

The energy above the lowest of the compared OMol25 structures with the same formula, charge and spin comes out at 316.32 kJ/mol. The multiplicity is 3. The total energy comes out at -779.09060 Ha. The calculation puts the HOMO-LUMO gap (spin up / spin down) at 5.20 / 7.15 eV. As for the charge: -1.